Record 1
Entry from OMol25: a structure of composition C20H31GaO3 in a non-equilibrium geometry (ωB97M-V/def2-TZVPD).

## Properties
Relative energy (zero: lowest compared OMol25 entry of this formula, charge and spin)   3.35 kcal per mole
Total charge   0
Highest occupied orbital energy (alpha / beta)   -7.8774 / -6.9674 eV
E_tot   -2930.938051 hartree
Orbital gap (alpha / beta)   7.08 / 5.53 eV

XYZ file:
```
55
Properties=species:S:1:pos:R:3:forces:R:3:lowdin_charge:R:1
O -2.629849 5.562394 -2.452930 -0.886 1.071 -0.622 -0.16
C -3.905906 6.039281 -2.944338 -0.336 -0.265 -0.058 -0.14
C -3.408634 7.468681 -3.124891 0.338 -0.294 0.086 -0.08
H -4.673928 5.931130 -2.166775 -0.014 -0.138 -0.277 0.12
H -4.203865 5.554407 -3.883507 -0.037 -0.153 0.357 0.12
C -2.104757 6.913093 -2.513244 0.268 0.913 -0.311 -0.56
H -3.892411 8.217547 -2.496400 -0.025 0.024 -0.329 0.11
H -3.280255 7.782704 -4.165950 -0.267 0.084 0.270 0.11
C -1.806993 7.539550 -1.169858 0.388 0.095 0.231 -0.02
H -2.720121 7.564603 -0.562839 0.187 0.076 -0.011 0.10
H -1.448360 8.567291 -1.341990 -0.262 -0.211 0.085 0.10
H -1.041081 6.978086 -0.621389 -0.309 0.377 -0.237 0.08
C -0.941726 7.002435 -3.477221 0.182 0.160 0.085 -0.02
H -1.152203 6.383596 -4.360235 0.190 0.174 0.181 0.10
H -0.009585 6.688821 -2.990943 -0.161 0.081 -0.337 0.07
H -0.840727 8.053699 -3.784593 0.117 -0.287 -0.003 0.09
Ga -1.252616 0.055123 -1.337418 -0.252 -0.425 0.730 0.77
C 1.537409 -1.549118 -1.584566 0.103 0.175 -0.364 -0.12
C 0.453046 -2.274104 -2.129693 -0.620 0.740 -0.563 -0.11
C -0.410142 -1.380197 -2.824285 1.602 -0.303 -0.483 -0.22
H 0.342377 -3.357250 -2.104136 -0.193 0.358 0.297 0.11
C 0.256396 -0.037667 -2.789136 0.716 -1.124 0.100 -0.28
C 1.447668 -0.209654 -1.979948 -0.573 -0.127 -0.560 -0.11
H 2.180011 0.574998 -1.784522 -0.370 -0.274 0.052 0.10
H 2.355765 -1.981392 -1.002892 -0.418 0.221 -0.144 0.11
H -1.217419 -1.644179 -3.511683 0.307 0.071 0.322 0.10
H 0.125924 0.716090 -3.567615 -0.106 -0.176 0.453 0.10
C 1.497820 0.132928 1.876222 2.657 0.315 -1.297 -0.10
C 2.459945 0.822621 1.084959 -1.086 -2.553 1.765 -0.10
C 1.926037 2.100617 0.759647 -2.108 1.018 0.667 -0.08
H 3.435314 0.442030 0.792224 -0.268 0.064 0.062 0.10
C 0.640773 2.206605 1.368763 0.807 0.140 -0.593 -0.11
C 0.377785 0.991707 2.050609 -0.149 1.077 -0.389 -0.07
H -0.520993 0.767946 2.614949 0.183 0.014 -0.127 0.11
H 1.610372 -0.863859 2.293472 -0.016 0.268 -0.147 0.10
H 2.413763 2.866642 0.162041 -0.102 -0.165 0.166 0.10
H -0.015489 3.070245 1.334834 0.157 -0.152 -0.034 0.08
O -1.048583 4.991835 -0.364488 -0.307 -1.560 -0.723 -0.18
C -0.249537 4.320352 -1.361185 0.762 -0.250 0.371 -0.17
C -1.124621 3.370032 -2.184948 -0.220 0.560 -0.080 -0.16
H 0.535048 3.736960 -0.846644 -0.242 0.266 -0.130 0.09
H 0.258704 5.068724 -1.988595 -0.250 -0.199 0.319 0.10
C -2.339269 3.131255 -1.267125 0.408 0.062 0.160 -0.18
H -0.585342 2.463061 -2.487476 -0.155 0.292 0.293 0.06
H -1.458864 3.903301 -3.081377 0.155 -0.435 0.176 0.10
C -2.292759 4.265381 -0.232179 -0.017 -0.055 0.897 -0.18
H -2.254440 2.173824 -0.726576 -0.097 0.248 -0.214 0.02
H -3.267102 3.121802 -1.838106 -0.016 -0.036 0.098 0.11
H -2.313519 3.832469 0.785154 -0.014 0.199 -0.272 0.11
H -3.145882 4.957076 -0.321549 0.476 -0.192 0.023 0.11
C -0.866042 -1.999336 0.812870 -0.050 0.409 -0.054 -0.20
O -1.155238 -0.719309 0.289658 0.005 0.076 0.091 -0.36
H -1.237764 -1.975068 1.845567 0.064 -0.382 -0.106 0.08
H 0.219913 -2.187169 0.833690 -0.321 -0.036 -0.078 0.06
H -1.367749 -2.802112 0.246359 0.174 0.167 0.206 0.08
```
Positions in Å, forces in eV/Å.

Record 2
Entry from OMol25: a structure of composition C23H47BeBr5CaCl3F2N4O10S3 in a non-equilibrium geometry (ωB97M-V/def2-TZVPD).

## Properties
Total charge   +1
Highest occupied orbital energy   -8.6320 eV
E_tot   -18212.342284 hartree
Orbital gap   1.24 eV

XYZ file:
```
99
Properties=species:S:1:pos:R:3:forces:R:3:lowdin_charge:R:1
C -2.814425 -1.682663 0.009493 -1.304 1.789 0.004 -0.42
C -3.112551 -0.074663 0.098182 -0.341 0.953 -0.923 -0.20
C -2.036646 0.803124 -0.717262 -0.618 -1.152 -0.091 -0.20
C -2.694964 1.972274 -1.579365 0.437 0.244 0.074 -0.13
C -3.140825 3.244485 -0.726024 2.065 0.728 -2.111 -0.21
O -4.483462 3.668983 -0.910163 -0.967 -2.043 1.157 0.01
C -5.330777 2.965517 -0.038035 -0.137 -0.132 3.112 -0.37
O -5.065249 2.968566 1.196667 0.543 -0.323 -3.199 0.00
N -6.540138 2.268286 -0.446497 0.800 2.200 -0.379 0.01
N -6.332060 0.941980 -0.777090 0.203 -1.087 -2.332 -0.15
C -7.362502 0.018796 -0.196655 0.176 -0.561 2.037 -0.01
C -6.074499 0.714831 -2.189423 0.603 -0.310 -2.273 -0.41
C -5.509889 -0.742835 -2.591893 -1.363 0.074 0.383 -0.01
O -6.193406 1.535757 -3.113455 0.311 -1.253 3.048 0.05
H -2.439043 -1.969224 -1.021436 -0.423 0.829 1.328 0.05
H -2.079504 -1.953374 0.850341 -0.853 1.021 -1.141 -0.05
H -3.830937 -2.176938 0.170925 1.438 0.914 -0.125 0.04
H -4.119626 0.103501 -0.422311 1.337 -0.447 0.898 0.08
H -3.234271 0.270571 1.177943 0.253 -0.562 -1.251 0.06
H -1.250390 1.158590 0.019861 -0.706 -0.123 -1.138 0.10
H -1.548761 0.082611 -1.468562 -0.502 1.153 1.128 0.12
H -1.895881 2.303350 -2.335901 -1.230 -0.263 1.129 0.13
H -3.589228 1.650016 -2.199038 1.060 0.084 0.867 0.11
H -2.856610 3.045267 0.372409 -0.215 0.211 -1.649 -0.08
H -2.476862 4.113984 -1.073400 -1.109 -1.079 0.853 0.16
H -7.110159 2.790058 -1.131450 0.624 -0.423 -0.002 0.03
H -6.924961 -0.380908 0.787890 -0.829 0.535 -1.330 0.11
H -8.275010 0.628671 0.086179 0.907 -0.938 -0.575 0.09
H -7.588166 -0.889308 -0.834151 0.197 1.443 0.477 0.10
H -6.279497 -1.186260 -3.318564 1.159 0.672 0.978 0.10
H -5.479617 -1.429470 -1.687409 0.278 0.826 -1.178 0.07
H -4.517081 -0.675574 -3.145638 -1.305 0.120 0.930 0.09
C -0.735713 -1.935034 4.024029 0.512 1.630 0.444 -1.43
Cl 0.689069 -1.815212 2.995977 -0.509 -0.472 0.155 0.62
Cl -1.820926 -0.568708 3.755989 0.056 -0.378 0.080 0.57
Cl -1.580492 -3.471888 3.717649 0.069 -0.752 -0.901 0.43
H -0.414687 -1.920528 5.064573 -0.077 -0.196 -0.120 0.04
Be -2.831313 3.065057 1.899105 -1.180 -0.148 0.935 0.65
Br -3.198572 -3.957890 5.267007 -0.069 0.181 0.231 0.36
C 3.519330 -4.859536 5.055804 -0.103 -0.014 -0.070 -0.26
S 4.304527 -3.282291 5.447279 -0.026 0.032 -0.013 0.81
O 3.251676 -2.223735 5.364097 0.048 -0.217 -0.158 -0.59
C 5.287072 -3.182409 3.937336 -0.071 0.031 -0.051 -0.28
H 2.821450 -5.104560 5.857073 0.108 0.098 0.017 0.05
H 2.975858 -4.781706 4.112276 0.072 0.072 0.007 0.05
H 4.279959 -5.638790 4.988472 -0.003 0.065 0.025 0.06
H 4.633494 -3.208604 3.063713 -0.009 -0.067 0.063 0.05
H 5.991090 -4.014577 3.904232 -0.074 0.024 0.018 0.05
H 5.839965 -2.242359 3.947985 -0.070 -0.040 0.130 0.05
O 4.755925 -4.423531 0.141211 0.575 0.053 0.516 0.12
C 5.946199 -4.260055 0.154360 -1.008 0.088 -0.328 -0.48
O 6.688821 -4.186745 1.292474 -0.239 -0.092 -0.143 0.00
C 8.046805 -3.877570 0.955076 0.470 0.027 0.196 -0.16
C 8.206627 -4.304670 -0.486606 0.429 -0.086 -0.391 -0.16
C 6.822468 -4.061250 -1.053475 0.474 -0.293 -0.066 -0.08
H 8.202652 -2.802699 1.090785 -0.028 -0.025 0.008 0.12
H 8.722853 -4.419006 1.618218 -0.234 0.077 0.111 0.13
H 8.996813 -3.765137 -1.010773 -0.018 -0.036 0.111 0.12
H 8.440112 -5.372332 -0.533044 0.014 0.118 0.024 0.13
H 6.704274 -3.036360 -1.414070 -0.124 -0.068 -0.066 0.12
H 6.576823 -4.775719 -1.838058 -0.265 0.262 0.006 0.13
Br -2.239484 -3.951540 0.362197 0.843 -3.296 0.491 0.31
N -10.105651 1.845465 2.044416 0.078 -0.515 0.164 -0.31
S -10.364973 2.942069 3.147270 -0.570 3.279 2.025 0.48
O -9.557839 2.876178 4.342571 -0.389 -0.706 -0.970 -0.30
O -11.719943 3.406658 3.316217 0.750 -1.028 -0.446 -0.29
F -9.704746 4.195536 2.406011 0.190 -0.486 -0.519 -0.27
S -10.584298 0.420936 2.504658 -1.028 -3.027 0.290 0.48
O -10.072121 -0.649545 1.673782 0.124 1.444 -0.201 -0.33
O -11.958627 0.268794 2.911520 0.952 0.810 -0.393 -0.28
F -9.786484 0.171452 3.861518 0.129 0.210 -0.028 -0.20
C 4.781576 0.275963 -2.993371 -0.052 0.049 -0.119 -0.07
C 6.032205 0.806970 -2.305877 -0.047 -0.181 -0.108 -0.28
N 7.271368 0.478400 -2.999857 0.432 0.110 0.262 -0.19
C 8.461471 0.740517 -2.205206 -0.466 -0.691 0.088 -0.23
C 8.757966 2.194564 -1.830968 0.719 0.223 -0.058 -0.19
C 7.355078 0.885449 -4.401619 -0.233 -0.163 -0.360 -0.23
C 7.185179 2.370275 -4.720247 0.049 0.116 -0.114 -0.08
H 4.846474 -0.803475 -3.150242 0.062 0.105 -0.004 0.09
H 3.905089 0.471485 -2.370665 0.100 0.004 -0.029 0.08
H 4.607566 0.758369 -3.957724 0.015 -0.057 0.058 0.07
H 6.061377 0.363684 -1.304980 0.244 -0.003 -0.008 0.11
H 5.921280 1.892372 -2.160352 -0.112 0.193 0.035 0.08
H 9.336872 0.324492 -2.713086 -0.091 0.198 -0.082 0.13
H 8.378937 0.164157 -1.276401 -0.118 0.038 -0.039 0.11
H 9.145754 2.760672 -2.678451 -0.176 0.164 0.102 0.08
H 9.530497 2.223800 -1.049853 0.137 -0.083 0.048 0.05
H 7.876757 2.709300 -1.439405 -0.479 -0.718 -1.049 -0.12
H 6.599771 0.328621 -4.964161 -0.007 0.012 0.198 0.11
H 8.305478 0.541442 -4.822780 -0.010 -0.034 0.269 0.12
H 6.353124 2.824556 -4.178311 -0.012 -0.032 0.001 0.07
H 6.976829 2.493133 -5.786470 0.040 0.001 0.109 0.08
H 8.091812 2.937969 -4.508605 -0.052 0.079 0.001 0.05
Ca 7.941493 3.952162 0.135550 0.021 0.660 0.826 1.03
C -9.321493 6.231203 -0.733034 -0.273 0.138 -0.139 -1.58
Br -8.531419 7.893128 -0.121621 -0.094 -0.312 -0.065 0.56
Br -8.200795 4.704441 -0.311606 -0.441 0.537 0.126 0.72
Br -11.125589 6.001180 -0.068656 0.493 0.009 -0.102 0.63
H -9.385654 6.289011 -1.817024 0.066 -0.019 0.261 -0.03
```
Positions in Å, forces in eV/Å.

Record 3
Entry from OMol25: a structure of composition C23H17F5MoN5OS in a non-equilibrium geometry (ωB97M-V/def2-TZVPD).

## Properties
Total charge   +3
Highest occupied orbital energy (alpha / beta)   -16.9146 / -16.9027 eV
E_tot   -2200.277399 hartree
Orbital gap (alpha / beta)   5.66 / 5.61 eV

XYZ file:
```
53
Properties=species:S:1:pos:R:3:forces:R:3:lowdin_charge:R:1
Mo 0.239416 -0.540647 0.549835 -0.903 0.395 -0.519 1.38
N 1.106894 -2.924526 2.635064 -0.053 -0.018 -0.026 0.16
C 2.087425 -1.989200 2.439819 0.100 0.022 0.052 -0.25
C 3.248303 -2.054386 3.222522 -0.041 -0.004 -0.032 0.05
C 4.242647 -1.131193 3.029071 0.007 0.024 -0.006 0.04
C 4.102018 -0.129064 2.047945 0.064 -0.033 0.007 0.00
C 2.957626 -0.107565 1.324296 -0.047 0.000 0.018 -0.09
N 1.937364 -1.015149 1.517977 0.300 -0.154 0.306 -0.11
C -0.073019 -3.211993 1.970964 -0.024 0.031 0.031 -0.24
C -0.724707 -4.400804 2.317841 -0.015 -0.004 -0.003 0.04
C -1.913833 -4.722442 1.715268 0.008 -0.026 0.028 0.02
C -2.448331 -3.861599 0.748284 -0.016 0.039 -0.030 -0.01
C -1.756762 -2.731027 0.432788 -0.004 -0.028 -0.009 -0.11
N -0.579546 -2.383623 1.037249 0.183 -0.045 -0.013 -0.06
H 1.329306 -3.595171 3.357765 0.007 -0.002 0.015 0.17
H 3.347371 -2.831408 3.969276 0.002 0.005 0.002 0.14
H 5.140919 -1.173893 3.632002 -0.003 -0.003 0.002 0.15
H 4.875285 0.605502 1.875576 -0.004 -0.001 -0.006 0.14
H 2.783673 0.642224 0.556104 0.010 0.019 -0.004 0.13
H -0.287262 -5.051835 3.063718 0.001 0.004 -0.002 0.14
H -2.429400 -5.634495 1.987152 0.001 0.005 -0.002 0.14
H -3.388508 -4.072869 0.258943 0.000 -0.007 0.008 0.14
H -2.122615 -2.029398 -0.304842 0.000 0.001 -0.005 0.11
F -5.220838 1.516722 3.878343 -0.007 0.107 -0.017 0.23
C -4.042929 1.955492 3.564303 -0.103 -0.183 0.195 -0.08
C -3.668684 2.603390 2.362775 0.068 -0.198 -0.444 -0.07
F -2.783556 3.580294 2.572085 0.028 0.031 -0.118 0.15
C -3.237586 1.674811 1.363238 -0.169 0.118 0.252 -0.10
F -4.004371 1.072808 0.486171 0.097 0.129 0.031 0.19
C -2.037153 1.129766 1.826671 0.005 0.114 0.047 -0.19
O -1.178792 0.424781 1.080327 0.505 -0.373 -0.321 -0.23
C -1.866573 1.110008 3.257910 -0.320 0.144 0.046 -0.09
F -0.720276 0.604201 3.689153 0.078 0.015 0.064 0.15
C -2.862875 1.465387 4.164491 0.299 0.015 0.127 -0.12
F -2.752704 1.136752 5.433780 -0.032 -0.148 0.015 0.18
N -0.990475 -2.367612 -3.270802 -0.036 0.093 -0.005 0.19
C 0.012786 -2.333482 -2.418874 -0.042 -0.094 -0.154 -0.72
S 0.430131 -0.741880 -1.744303 -0.006 0.033 0.374 0.70
N 0.729721 -3.397382 -2.133765 0.035 -0.034 0.026 0.09
C 0.553205 -4.703990 -2.732895 0.075 0.023 -0.011 -0.24
C 1.651126 -5.292979 -3.345269 0.001 0.102 -0.004 0.00
C 1.506641 -6.543892 -3.921071 -0.092 -0.079 -0.014 -0.03
C 0.274616 -7.189142 -3.886879 0.105 0.007 -0.027 -0.03
C -0.809552 -6.591579 -3.263519 -0.053 0.086 0.052 -0.04
C -0.676476 -5.340721 -2.670528 -0.100 -0.223 -0.020 -0.05
H -1.464649 -1.516585 -3.535069 0.009 0.021 0.016 0.13
H -1.179335 -3.200981 -3.817727 0.034 -0.052 0.027 0.14
H 1.583517 -3.248959 -1.615036 -0.025 0.041 0.043 0.15
H 2.601993 -4.775319 -3.388023 -0.002 -0.004 0.002 0.13
H 2.352061 -7.012083 -4.405919 0.002 0.005 0.002 0.13
H 0.162244 -8.162052 -4.345338 0.009 0.002 0.000 0.13
H -1.763934 -7.099131 -3.228750 0.006 -0.007 -0.003 0.12
H -1.524272 -4.904749 -2.154576 0.055 0.085 0.010 0.11
```
Positions in Å, forces in eV/Å.